Entry from OMol25: a structure of composition C21H43MoNO2S4Si3 (ωB97M-V with the def2-TZVPD basis set).

```
75
Properties=species:S:1:pos:R:3:forces:R:3
Mo 0.1633 -0.1410 -0.0882 0.5 -0.7 1.2
C 0.7906 -1.6873 -3.1126 0.0 0.1 0.0
C -0.3039 -0.7114 -3.5061 0.0 0.0 0.0
S -1.2137 -0.0145 -2.0841 -0.4 0.1 -0.2
C -1.1806 1.7467 -2.5018 0.1 0.0 0.0
C 0.1952 2.3937 -2.4340 -0.1 0.1 0.1
S 1.1324 1.9828 -0.9157 0.0 0.4 -0.2
C 2.7289 1.5356 -1.6521 0.0 0.0 -0.1
C 2.6913 0.3475 -2.6025 0.0 0.0 0.0
S 1.9094 -1.0985 -1.8211 0.1 0.0 0.0
H 0.3725 -2.6013 -2.6918 0.0 0.0 0.0
H 1.3847 -1.9617 -3.9843 0.0 0.0 0.0
H 0.0907 0.1293 -4.0743 0.0 0.0 0.0
H -1.0476 -1.2120 -4.1249 0.1 0.0 -0.1
H -1.6064 1.8529 -3.5006 0.0 0.1 0.0
H -1.8704 2.2046 -1.7994 0.0 0.0 0.0
H 0.8160 2.1091 -3.2814 0.0 0.0 0.0
H 0.0846 3.4776 -2.4507 0.0 0.0 0.0
H 3.0986 2.4285 -2.1562 0.1 0.0 0.0
H 3.3833 1.3444 -0.8012 0.0 0.0 0.0
H 2.1795 0.5849 -3.5339 0.0 0.0 0.0
H 3.7118 0.0606 -2.8546 0.0 0.0 0.0
C 2.6415 0.6491 2.3229 -0.2 0.0 -0.1
O 1.2979 0.6144 1.8225 0.3 0.1 -0.1
Si -0.0085 1.4578 2.5253 -0.1 -0.1 -0.3
C 0.4977 3.2508 2.4759 0.1 0.3 0.0
C -0.1417 0.9991 4.3131 0.0 -0.1 0.3
C -1.3016 0.8893 1.3210 -0.2 0.2 -0.1
Si -2.3943 -0.5053 2.0184 0.1 0.0 0.0
C -1.3473 -1.7830 2.9094 0.0 -0.1 0.2
C -3.6663 -0.0045 3.3065 -0.1 0.2 0.1
C -3.4637 -1.3312 0.7161 -0.2 -0.1 -0.2
Si -2.4220 2.3786 0.9685 0.1 -0.1 -0.1
C -3.8727 1.9078 -0.1338 -0.2 -0.1 -0.1
C -1.5897 3.8828 0.1537 0.1 0.1 -0.2
C -3.1281 3.1448 2.5293 0.0 0.1 0.2
H 2.7194 0.0795 3.2480 -0.1 0.0 0.0
H 2.9559 1.6813 2.4972 -0.1 0.0 0.0
H 3.3049 0.1919 1.5908 0.0 0.0 0.0
H 1.2195 3.4346 3.2790 0.0 0.0 -0.1
H -0.3392 3.9349 2.6386 0.1 -0.1 0.0
H 0.9662 3.5203 1.5266 0.0 0.0 0.1
H 0.5804 1.5765 4.9001 -0.1 -0.1 0.0
H 0.0485 -0.0633 4.4761 0.0 0.1 0.0
H -1.1413 1.2265 4.7017 0.1 0.0 0.0
H -1.4369 -1.6179 3.9875 0.0 -0.1 -0.1
H -0.2849 -1.7482 2.6533 -0.1 0.0 0.1
H -1.7200 -2.7951 2.7095 0.0 0.1 0.1
H -3.2667 0.6094 4.1196 -0.1 -0.1 -0.1
H -4.0394 -0.9365 3.7501 0.0 0.1 0.0
H -4.5272 0.5124 2.8700 0.1 -0.1 0.1
H -2.9847 -1.4587 -0.2548 -0.1 0.0 0.1
H -4.3914 -0.7707 0.5782 0.0 -0.1 0.0
H -3.7439 -2.3250 1.0928 0.0 0.1 -0.1
H -3.6393 1.0928 -0.8268 -0.1 0.1 0.0
H -4.2090 2.7748 -0.7147 0.0 -0.1 0.1
H -4.7252 1.5745 0.4692 0.1 0.0 -0.1
H -0.5250 3.7839 -0.0443 0.0 0.0 -0.1
H -1.6842 4.7363 0.8326 0.0 -0.1 -0.1
H -2.0978 4.1667 -0.7757 0.1 0.0 0.1
H -3.9683 2.5926 2.9427 0.0 0.0 0.0
H -3.4803 4.1562 2.2939 0.0 -0.1 0.0
H -2.3764 3.2411 3.3209 -0.1 0.0 0.0
O -0.7093 -2.0518 -0.0914 0.1 0.0 -0.2
N -0.4606 -3.2295 0.5157 0.0 0.2 -0.2
C -1.4569 -4.1435 0.4182 0.0 0.0 -0.1
C -1.3276 -5.3719 0.9846 0.0 -0.1 0.0
C -0.1405 -5.6648 1.6761 0.0 0.0 0.0
C 0.8494 -4.7260 1.7578 0.0 0.0 0.0
C 0.7153 -3.4518 1.1583 0.0 0.1 -0.1
S 1.8832 -2.2265 1.2325 -0.1 -0.1 0.0
H -2.3264 -3.8076 -0.1283 0.1 0.0 0.0
H -2.1321 -6.0878 0.8916 0.0 0.0 0.0
H -0.0106 -6.6328 2.1452 0.0 0.1 0.0
H 1.7712 -4.9185 2.2863 0.0 0.0 0.0
```
Positions in Å, forces in eV/Å.

Computed properties:
- LUMO (spin up / spin down): -2.29 / -3.15 eV
- Expectation value of S²: 3.771
- M: 650.0 g mol⁻¹
- Charge: +1
- Orbital gap (spin up / spin down): 7.797 / 7.107 eV
- Spin multiplicity: 4